Formula: C21H40P2W
Source: the OMol25 dataset
Level of theory: ωB97M-V/def2-TZVPD

Each line ends with the Mulliken spin population.
Positions of all 64 atoms, in Å:
P: 0.195 -1.393 -4.486  0.3648
P: 0.010 1.794 -4.374  0.3652
C: -0.202 -0.475 -6.060  0.0134
C: 0.282 0.981 -6.031  0.0158
H: -1.292 -0.499 -6.182  -0.0049
H: 0.233 -1.013 -6.914  0.0132
H: 1.359 1.016 -6.234  -0.0054
H: -0.216 1.573 -6.811  0.0111
C: -1.593 2.663 -4.723  0.0384
H: -1.814 3.354 -3.903  -0.0024
H: -2.409 1.934 -4.771  0.0002
H: -1.560 3.226 -5.664  0.0150
C: 1.163 3.234 -4.580  0.0424
H: 0.992 3.768 -5.522  0.0175
H: 2.198 2.878 -4.556  0.0004
H: 1.028 3.931 -3.747  -0.0015
C: -0.967 -2.824 -4.701  0.0430
H: -0.769 -3.575 -3.929  -0.0018
H: -0.867 -3.294 -5.687  0.0168
H: -1.998 -2.478 -4.576  0.0008
C: 1.769 -2.227 -5.011  0.0383
H: 2.577 -1.491 -5.072  0.0007
H: 1.666 -2.726 -5.983  0.0147
H: 2.052 -2.970 -4.258  -0.0022
W: 0.000 0.000 2.137  0.1429
C: 0.664 1.530 0.660  -0.0082
C: -0.723 1.464 0.582  -0.0008
C: -1.501 0.746 -0.508  0.0055
C: -1.878 -0.708 -0.135  -0.0019
C: -0.811 -1.443 0.646  -0.0093
C: 0.562 -1.368 0.434  -0.0048
C: 1.228 -0.585 -0.685  0.0009
C: 1.645 0.846 -0.266  0.0049
C: 0.084 -1.467 3.605  0.0528
H: 1.092 2.318 1.277  0.0039
H: -1.284 2.187 1.170  -0.0005
H: -0.930 0.764 -1.441  0.0005
H: -2.424 1.303 -0.703  -0.0015
H: -2.780 -0.690 0.486  -0.0014
H: -2.139 -1.270 -1.045  -0.0025
H: -1.176 -2.268 1.255  0.0017
H: 1.177 -2.122 0.919  -0.0035
H: 0.566 -0.549 -1.555  -0.0005
H: 2.124 -1.126 -1.004  0.0014
H: 2.605 0.793 0.259  0.0008
H: 1.815 1.461 -1.163  0.0000
H: 0.799 -1.202 4.391  0.0475
H: 0.359 -2.444 3.187  0.0456
H: -0.907 -1.555 4.069  -0.0065
C: -1.258 0.726 7.461  0.0407
C: 0.000 0.000 6.960  0.0503
C: 1.258 0.726 7.461  0.0353
C: 0.000 -1.453 7.460  0.0424
C: 0.000 0.000 5.441  0.3941
C: 0.000 0.000 4.137  0.1902
H: -1.285 0.741 8.572  0.0055
H: -2.175 0.215 7.095  -0.0036
H: -1.275 1.776 7.095  -0.0088
H: 1.285 0.741 8.572  0.0022
H: 2.175 0.215 7.095  -0.0059
H: 1.275 1.776 7.095  -0.0060
H: -0.901 -1.992 7.093  -0.0006
H: 0.901 -1.992 7.094  -0.0032
H: -0.001 -1.484 8.571  0.0068

Its expectation value of S² is 2.032. The LUMO energy (alpha / beta) is -6.56 / -9.07 eV. For the relative energy (zero: lowest compared OMol25 entry of this formula, charge and spin), the calculation gives 0.0 kJ/mol. Its total charge is +2. The value obtained for the gap between HOMO and LUMO (alpha / beta) is 0.2351 / 0.1597 Eh. The spin multiplicity is 3. For the HOMO energy (alpha / beta), the calculation gives -12.957 / -13.414 eV.